Record 1
C27H16Br4NO7PPdS as an isolated structure. Source: OMol25; level of theory: ωB97M-V/def2-TZVPD.

Last column: natural (NBO) charge in e.
Atoms and positions in Å:
Pd1 -0.7077 -1.3607 -0.7386  0.84
Br1 4.6770 -6.2725 -1.5639  0.00
C1 3.0446 -5.3660 -1.1908  -0.15
C2 1.9711 -6.0488 -0.6652  -0.20
Br2 2.0844 -7.9054 -0.2888  0.01
C3 0.7795 -5.3422 -0.4033  -0.20
Br3 -0.7344 -6.2280 0.3198  0.01
C4 0.6204 -3.9785 -0.6521  0.26
O1 -0.5176 -3.4013 -0.3993  -0.75
C5 1.7630 -3.2364 -1.2079  0.39
O2 1.6969 -1.9902 -1.4470  -0.84
C6 2.9291 -3.9930 -1.4497  -0.27
Br4 4.3814 -3.0022 -2.1785  -0.01
O3 -1.8156 -1.2305 -4.6747  -0.68
C7 -1.3534 -1.0174 -3.5638  0.79
O4 -1.4414 -1.8205 -2.5583  -0.69
C8 -0.5873 0.2934 -3.3087  -0.84
P1 -0.6810 0.6877 -1.5268  1.08
C9 -2.1053 1.8249 -1.4258  -0.37
C10 -3.2266 1.4470 -0.6995  -0.18
C11 -4.3437 2.2755 -0.6649  -0.21
C12 -4.3475 3.4752 -1.3564  -0.22
C13 -3.2294 3.8547 -2.0938  -0.25
C14 -2.1176 3.0314 -2.1292  -0.13
C15 0.7729 1.7017 -1.1706  -0.28
C16 0.7001 2.9633 -0.5865  -0.22
C17 1.8628 3.6528 -0.2782  -0.24
C18 3.1003 3.0841 -0.5462  -0.21
C19 3.1734 1.8155 -1.1008  -0.19
C20 2.0170 1.1147 -1.4026  -0.19
H1 -0.9795 1.0841 -3.9472  0.23
H2 0.4603 0.1217 -3.5637  0.27
H3 -3.2168 0.5083 -0.1560  0.27
H4 -5.2120 1.9706 -0.0940  0.21
H5 -5.2203 4.1168 -1.3272  0.20
H6 -3.2292 4.7887 -2.6426  0.20
H7 -1.2472 3.3277 -2.7037  0.21
H8 -0.2610 3.4073 -0.3592  0.21
H9 1.8001 4.6310 0.1844  0.20
H10 4.0083 3.6196 -0.2946  0.20
H11 4.1326 1.3396 -1.2597  0.21
H12 2.0821 0.0798 -1.7279  0.29
O5 -2.5311 -0.5768 1.7377  -0.64
C21 -1.3411 -0.5423 2.0313  0.64
N1 -0.3093 -0.9608 1.2517  -0.89
S1 1.1574 -0.7963 1.9451  2.32
O6 1.9901 0.1511 1.2613  -0.94
O7 1.7397 -2.0604 2.2953  -0.92
C22 0.5248 -0.0342 3.4292  -0.21
C23 1.2047 0.4384 4.5316  -0.22
C24 0.4482 0.9807 5.5650  -0.21
C25 -0.9424 1.0313 5.4824  -0.23
C26 -1.6075 0.5440 4.3652  -0.17
C27 -0.8516 0.0120 3.3358  -0.14
H13 2.2846 0.3916 4.5835  0.23
H14 0.9438 1.3688 6.4466  0.20
H15 -1.5070 1.4575 6.3030  0.20
H16 -2.6859 0.5719 4.2786  0.23

Properties
Strongest force on any atom ... 0.0185 hartree/bohr
Total charge ... -2
Highest occupied orbital energy ... -0.92 eV
ΔE to the lowest compared entry with this formula, charge and spin ... 0.000 eV


Record 2
C42H53BrClIrN3O4 as an isolated structure. Source: OMol25; level of theory: ωB97M-V/def2-TZVPD.

Last column: Löwdin charge in e.
Atoms and positions in Å:
Ir1 -0.4086 -0.2992 0.2195  1.38
C1 -1.3550 3.6089 -3.2072  -0.06
C2 -2.2696 2.9276 -2.1837  -0.37
C3 -3.7201 2.9736 -2.6821  -0.06
C4 -2.1166 3.5725 -0.8125  -0.13
C5 -2.1809 4.9590 -0.7304  -0.05
C6 -2.0022 5.6147 0.4740  -0.08
C7 -1.7343 4.8703 1.6074  -0.05
C8 -1.6620 3.4783 1.5816  -0.12
C9 -1.2886 2.8259 2.9107  -0.35
C10 0.2380 2.9078 3.0804  -0.06
C11 -1.7744 1.4005 3.1755  -0.07
C12 -1.8825 2.8275 0.3604  -0.14
N1 -1.9752 1.3988 0.3223  -0.02
C13 -3.1630 0.9306 0.1883  -0.12
C14 -3.4792 -0.4483 0.2010  -0.34
C15 -4.7594 -0.9899 0.1179  -0.06
C16 -4.6034 -2.3550 0.3215  -0.07
C17 -3.2284 -2.5858 0.5167  -0.27
N2 -2.5316 -1.4269 0.4092  0.03
C18 -2.6758 -3.9670 0.8210  -0.54
C19 -2.6755 -4.8120 -0.4641  -0.05
C20 -1.2707 -3.8951 1.3969  -0.06
C21 -3.5799 -4.6627 1.8488  -0.06
H1 -1.3325 3.0340 -4.1349  0.08
H2 -0.3366 3.6978 -2.8281  0.08
H3 -1.7155 4.6118 -3.4539  0.07
H4 -1.9582 1.8887 -2.1014  0.11
H5 -4.1122 3.9926 -2.6231  0.08
H6 -4.3743 2.3247 -2.0971  0.06
H7 -3.7742 2.6503 -3.7258  0.08
H8 -2.3704 5.5374 -1.6272  0.10
H9 -2.0665 6.6953 0.5296  0.10
H10 -1.5729 5.3749 2.5552  0.11
H11 -1.7447 3.4579 3.6781  0.12
H12 0.7230 2.3604 2.2702  0.05
H13 0.5515 2.4611 4.0289  0.08
H14 0.5768 3.9453 3.0481  0.08
H15 -1.2077 0.6729 2.5950  0.03
H16 -2.8336 1.2679 2.9473  0.08
H17 -1.6166 1.1662 4.2321  0.08
H18 -4.0059 1.6201 0.1138  0.14
H19 -5.6734 -0.4323 -0.0362  0.10
H20 -5.3831 -3.1015 0.3544  0.09
H21 -2.0615 -4.3523 -1.2398  0.06
H22 -3.6906 -4.9075 -0.8558  0.08
H23 -2.2842 -5.8161 -0.2645  0.08
H24 -0.6207 -3.3174 0.7491  0.03
H25 -0.8493 -4.8996 1.5087  0.09
H26 -1.2782 -3.4161 2.3800  0.09
H27 -4.5706 -4.8748 1.4421  0.07
H28 -3.7028 -4.0414 2.7385  0.09
H29 -3.1281 -5.6130 2.1492  0.08
Cl1 3.6141 1.1820 3.3888  0.55
C22 3.3161 1.7315 1.6994  -0.47
C23 2.5092 0.6956 0.9156  -0.73
O1 1.3060 0.5516 1.3347  -0.21
O2 3.0499 0.1466 -0.0415  0.01
H30 2.7642 2.6656 1.7515  0.06
H31 4.2782 1.8764 1.2226  0.04
Br1 4.4552 2.7702 -1.7335  0.82
C24 3.4379 1.8720 -3.0566  -0.58
C25 4.1333 1.5270 -4.2114  -0.15
C26 3.4801 0.9115 -5.2648  -0.10
C27 2.1242 0.6356 -5.1620  -0.09
C28 1.4531 0.9476 -3.9918  -0.04
C29 2.0856 1.5658 -2.9112  -0.15
C30 1.2595 1.8285 -1.6428  -0.64
O3 1.5454 2.7717 -0.9227  0.01
O4 0.2877 1.0039 -1.4571  -0.19
H32 5.1903 1.7492 -4.2749  0.09
H33 4.0313 0.6533 -6.1618  0.10
H34 1.5953 0.1615 -5.9811  0.10
H35 0.4058 0.7089 -3.8838  0.11
C31 5.2549 -3.9744 1.5245  -0.05
C32 3.9034 -3.3495 1.7728  -0.25
C33 3.4884 -3.0344 3.0641  0.00
C34 2.2533 -2.4252 3.3002  -0.26
C35 1.8381 -2.0411 4.6967  -0.05
C36 1.4466 -2.1368 2.2248  -0.01
C37 1.8258 -2.4285 0.8910  -0.28
C38 3.0741 -3.0630 0.7060  0.02
N3 0.9750 -2.0602 -0.1086  0.04
C39 1.0590 -2.6457 -1.4692  -0.57
C40 2.2851 -2.1420 -2.2603  -0.02
C41 1.0446 -4.1835 -1.4105  -0.03
C42 -0.2021 -2.2034 -2.2177  -0.07
H36 5.8484 -3.9987 2.4387  0.07
H37 5.8096 -3.4062 0.7753  0.08
H38 5.1564 -4.9990 1.1586  0.08
H39 4.1454 -3.2446 3.9035  0.12
H40 2.1064 -2.8167 5.4173  0.07
H41 0.7626 -1.8714 4.7528  0.08
H42 2.3384 -1.1153 4.9925  0.06
H43 0.4883 -1.6646 2.3882  0.09
H44 3.4403 -3.2586 -0.2876  0.09
H45 3.1756 -2.7417 -2.0754  0.07
H46 2.5128 -1.1121 -1.9907  0.07
H47 2.0588 -2.1941 -3.3259  0.08
H48 1.8792 -4.5853 -0.8397  0.07
H49 1.1070 -4.5699 -2.4307  0.09
H50 0.1190 -4.5481 -0.9605  0.06
H51 -0.1906 -1.1215 -2.3564  0.05
H52 -1.1032 -2.4740 -1.6629  0.05
H53 -0.2355 -2.6752 -3.2028  0.09

Properties
Strongest force on any atom ... 0.0111 hartree/bohr
Spin multiplicity ... 5
Total charge ... -1
Highest occupied orbital energy (spin up / spin down) ... -4.17 / -4.96 eV
ΔE to the lowest compared entry with this formula, charge and spin ... 0.000 eV


Record 3
C11H9Br3F16O2 as an isolated structure. Source: OMol25; level of theory: ωB97M-V/def2-TZVPD.

Last column: natural (NBO) charge in e.
Atoms and positions in Å:
C1 -0.6958 -1.4149 0.0073  -0.14
C2 -0.1468 -2.8668 -0.1301  0.61
C3 -1.3133 -3.8416 -0.5072  0.51
F1 -1.7620 -3.6248 -1.7791  -0.32
F2 -0.9509 -5.1365 -0.3687  -0.31
F3 0.8176 -2.9097 -1.0825  -0.32
F4 0.5064 -3.1935 0.9630  -0.32
O1 -1.5795 -1.1851 1.1248  -0.57
C4 -2.8943 -0.6058 0.8033  0.85
C5 -3.7015 -0.2996 2.0426  0.50
F5 -2.9724 0.4357 2.8741  -0.32
F6 -4.9002 0.2687 1.8022  -0.29
F7 -2.6117 0.4924 0.1012  -0.31
F8 -3.5008 -1.4772 -0.0030  -0.30
H1 -1.1699 -1.0969 -0.9213  0.24
H2 0.1869 -0.7960 0.1685  0.20
H3 -2.2028 -3.6721 0.0996  0.15
H4 -3.9321 -1.2243 2.5716  0.15
C6 2.1034 2.5445 -1.0839  -0.14
C7 0.8265 3.4402 -0.9334  0.62
C8 -0.4222 2.6712 -0.5108  0.50
F9 -0.9684 1.9115 -1.4946  -0.33
F10 -0.3878 2.0167 0.6151  -0.34
F11 1.0766 4.2943 0.0640  -0.32
F12 0.5073 4.1456 -2.0322  -0.29
O2 1.9677 1.3768 -1.8930  -0.55
C9 3.0499 0.4210 -1.8107  0.85
C10 2.7625 -0.6342 -2.9567  0.52
F13 2.4380 -0.0279 -4.0981  -0.30
F14 3.8538 -1.4155 -3.2157  -0.32
F15 4.1215 1.1161 -2.0582  -0.30
F16 3.0248 0.0478 -0.5811  -0.31
H5 2.5494 2.3635 -0.1059  0.18
H6 2.7733 3.1733 -1.6703  0.22
H7 -1.2784 3.3191 -0.3230  0.15
H8 1.9028 -1.2305 -2.6509  0.15
C11 0.4604 0.5628 3.7184  -0.50
Br1 0.2137 1.4800 5.4679  0.27
Br2 0.7634 -1.4201 3.9354  0.55
Br3 1.9499 1.2921 2.6927  0.42
H9 -0.4647 0.7000 3.1586  0.26

Properties
Strongest force on any atom ... 0.1065 hartree/bohr
Spin multiplicity ... 2
Total charge ... +1
Highest occupied orbital energy (spin up / spin down) ... -13.93 / -13.93 eV


Record 4
One molecule with the formula C7H10O3. Source: OMol25; level of theory: ωB97M-V/def2-TZVPD.

Last column: natural (NBO) charge in e.
Atoms and positions in Å:
C1 -2.7701 1.4372 -0.6203  -0.16
C2 -1.7568 1.0616 -0.0770  -0.06
C3 -0.6074 0.4711 0.6195  0.09
O1 0.1242 1.2077 1.9701  -0.76
C4 0.3791 -0.3488 -0.2777  -0.15
C5 0.9335 -1.5935 0.4217  -0.61
C6 -0.2060 -0.6975 -1.6416  -0.61
C7 1.4585 0.7457 -0.4041  0.77
O2 0.8740 1.7999 -0.7418  -0.58
O3 2.3501 0.8540 0.5455  -0.76
H1 -3.6108 1.7895 -1.1928  0.25
H2 -1.0937 -0.2878 1.2603  0.21
H3 0.0490 0.6011 2.7114  0.48
H4 1.2231 -1.4133 1.4667  0.21
H5 0.1543 -2.3659 0.4565  0.21
H6 1.8125 -1.9690 -0.1184  0.23
H7 -1.1367 -1.2647 -1.5050  0.21
H8 -0.4450 0.1985 -2.2281  0.25
H9 0.5118 -1.3033 -2.2090  0.22
H10 1.7562 1.0773 1.5641  0.55

Properties
Strongest force on any atom ... 0.1293 hartree/bohr
Highest occupied orbital energy ... -9.68 eV
Structure (SMILES) ... C#C[C@H](O)C(C)(C)C(=O)O
ΔE to the lowest compared entry with this formula, charge and spin ... 4.930 eV